1.
18
Properties=species:S:1:pos:R:3 method="wB97M-V/def2-TZVPD" charge=0 e_homo_ev=-9.19 smiles="O=C(Nc1nncs1)C1CC1" e_above_lowest_kcal_mol=49.9 orbital_gap_ev=9.517
H -0.30838 -3.77205 0.47675
C 0.66230 3.77103 -2.09721
C 0.15017 -2.84497 0.97266
H -1.43481 -2.58745 2.60184
C -0.56299 -2.10207 2.09750
C 0.10055 -0.38810 0.28291
C -0.66427 -1.58895 0.67131
C 0.13286 1.72073 -1.10231
O 1.15873 -0.01902 0.69783
N 1.30826 2.09902 -0.86569
H 0.72939 4.86146 -2.42790
H -1.60059 -1.85956 0.25583
H 0.06673 -1.56262 2.77218
H -1.41420 0.28092 -1.06993
N 1.64951 3.31264 -1.37334
H 1.23584 -2.67926 1.13006
S -0.80953 2.91933 -2.20526
N -0.39957 0.43891 -0.81721

=====

2.
15
Properties=species:S:1:pos:R:3 method="wB97M-V/def2-TZVPD" charge=-1 spin_multiplicity=2 e_homo_ev="-1.40 / -3.28" e_above_lowest_kcal_mol=47.4 s2=0.774 orbital_gap_ev="3.037 / 4.865"
C -0.97608 -0.96168 0.21624
O -2.74127 0.69540 0.17576
O 0.75956 2.18609 -0.07137
Tl -1.54336 2.22241 -0.39800
H -0.58035 -0.72041 1.21449
Li 4.45638 -0.41033 0.17114
C -2.45257 -0.64472 0.08966
O 2.61157 -0.83232 -0.25397
H -2.80015 -1.09702 -0.87263
C 2.40261 0.41990 -0.10807
H -0.68482 -1.96407 -0.12858
O 0.10020 0.17562 -0.79735
H -2.96933 -1.24367 0.88341
O 3.36739 1.19790 0.20136
C 1.05024 0.97692 -0.32211

=====

3.
26
Properties=species:S:1:pos:R:3 method="wB97M-V/def2-TZVPD" charge=0 e_homo_ev=-8.99 smiles=c1c[nH]cn1.CC(C)(C)C e_above_lowest_kcal_mol=0.0 orbital_gap_ev=9.753
H -1.00756 2.16103 1.69117
N 0.33490 -2.13144 1.57117
H -0.92903 -3.28809 0.26418
H 0.66822 -0.34183 -0.55977
C -0.21681 1.62870 1.13624
H 0.13457 0.41563 -2.09300
H -0.05818 3.31836 -1.02306
C 0.44424 0.61848 -1.05398
H -0.00039 0.67994 1.65550
H 3.18833 -2.38086 0.14449
H -1.73625 -0.46581 0.21587
H -1.76107 3.23056 -0.47374
H 1.36395 1.22707 -1.07343
C 1.62958 -1.86409 1.50610
H 0.69533 2.24884 1.14184
C -0.96180 2.68613 -1.00418
H -1.28754 2.50692 -2.04264
H -2.26990 0.29165 -1.31736
H -2.74342 1.01528 0.25155
N 2.20287 -2.44174 0.41225
C 1.21981 -3.11951 -0.26481
C -1.93304 0.49590 -0.28711
H 2.19753 -1.26371 2.21678
C -0.66685 1.35730 -0.30226
C 0.07320 -2.91290 0.47125
H 1.41932 -3.67187 -1.18306

=====

4.
103
Properties=species:S:1:pos:R:3 method="wB97M-V/def2-TZVPD" charge=+1 e_homo_ev=-11.63 orbital_gap_ev=7.377
C -0.65631 -1.98705 2.99475
H 2.23988 -1.54729 1.40064
O 0.16326 -4.78532 -2.94441
C 3.28269 -0.62542 -0.26566
H -2.34820 -4.82561 7.28218
C -3.78880 0.26358 -0.62827
H 0.51862 9.17227 -1.29303
H 3.61723 0.39577 -0.44022
O -0.32823 -3.12814 5.10651
C -3.74139 -1.53812 0.72903
C 0.67888 3.78388 -1.76382
H 0.38677 5.59690 -0.61789
C 3.76922 -2.74539 -3.25146
N -4.11314 -0.28327 0.53851
H -1.80127 8.78624 -6.42361
H 0.83391 -1.70112 9.35547
P 1.77641 -0.10130 -2.31218
C -0.74473 -5.85631 6.25162
H 1.50591 3.26997 -2.24951
H -1.23841 -5.64925 5.30252
H -1.34341 -1.91066 2.15047
C 3.76902 -1.24517 -3.52503
O 0.82419 8.28611 -3.16505
H -0.05789 8.62065 -6.13178
H -2.20838 6.90726 -4.77438
C -0.00923 -0.30396 -2.56550
C 1.07855 5.18813 -1.35535
H 2.31844 7.67959 -0.69299
F 1.46492 -3.98909 -0.74991
O -2.24279 -1.81319 5.85600
H 4.68547 -3.09626 -2.78213
H -0.67607 -4.10662 3.36634
H 4.38274 -0.66293 -2.83789
H 0.35913 -2.07845 2.60686
H -0.14896 3.80281 -2.47654
H 1.53835 10.04073 -2.43086
H -0.33123 0.58178 -3.10918
H -1.11970 9.14721 -4.83493
P -1.69863 -2.59790 -2.60508
S -0.78779 -4.45993 -1.92756
H 0.32522 -5.71791 6.10784
H -4.03352 -1.99095 1.67062
C -0.10140 -1.15021 9.26033
H 3.10751 9.23532 -0.86725
H -1.05975 -5.41399 8.32195
C 2.97297 -0.76123 1.22113
H -3.65293 -3.69471 -3.48526
H 4.19260 -1.08661 -4.51533
P -0.07287 6.98764 -2.94325
C -3.07271 -0.42832 -1.58731
H -0.94509 -6.89971 6.49585
O 2.06267 1.33294 -2.22056
O -2.19734 -3.96038 -4.84810
H 0.56765 0.28269 7.81076
C 0.21312 -4.21328 -0.35068
O -1.81785 -5.44270 -1.79326
H 4.09759 -1.31163 -0.49829
O 1.17659 6.05015 -2.48737
H -0.69898 -1.05884 3.56280
H 2.06445 5.16722 -0.88514
O 2.07723 -0.94535 -1.00045
H -4.06942 1.28902 -0.83147
C 1.31156 9.05354 -2.03342
N -1.84361 -3.17146 -6.06598
H -0.15477 -0.40071 10.04982
C -1.00004 -3.18596 3.86064
H -1.27445 6.40553 -6.18332
H 3.61242 -3.27446 -4.19166
F -0.19055 -3.13573 0.32434
H 0.37865 3.19976 -0.89086
C 0.23846 -5.49829 0.52224
C -0.19486 -0.48905 7.89909
O -1.21381 6.44933 -2.18169
C -1.04735 8.48239 -5.69694
H 2.91316 -3.00772 -2.62705
F 1.00886 -5.27909 1.58379
O 0.04770 -1.40985 6.82144
O -0.83094 -3.50770 -6.47528
H 3.21023 8.02812 -2.16868
F -0.98198 -5.82682 0.93205
C -2.65928 -1.73853 -1.37402
H -2.81760 0.07771 -2.51208
C -2.85292 -3.10803 -3.94519
H -1.16853 -0.01193 7.76181
C -1.25471 7.03466 -5.29433
O -0.18924 6.53137 -4.47740
C -1.26753 -4.95709 7.35690
H -0.44458 -0.24395 -1.56825
P -1.06279 -2.48717 6.42328
O 2.40688 -0.75464 -3.62178
C -0.39871 -1.57812 -3.35036
H -3.27923 -2.21975 -4.42482
H 2.54143 0.16297 1.60813
C 2.56234 8.46236 -1.40973
H -0.80882 -1.26512 -4.31528
H 0.46391 -2.19993 -3.60504
C -3.01734 -2.31940 -0.15628
O -0.61083 -3.66272 7.39495
F 0.77569 -6.48008 -0.19397
H -0.91501 -1.86143 9.41240
H -2.07894 -3.26743 4.00187
H 3.87542 -0.96721 1.79405
H -2.73305 -3.33265 0.09240

=====

5.
22
Properties=species:S:1:pos:R:3 method="wB97M-V/def2-TZVPD" charge=+2 spin_multiplicity=8 e_homo_ev="-16.71 / -16.80" s2=15.760 orbital_gap_ev="7.641 / 7.844"
C -1.96840 1.02194 1.15060
O 3.02252 -1.80170 -0.39581
O 1.41271 -1.48317 -3.88454
C -0.66954 2.08660 -1.10971
H 1.01295 1.01672 2.17522
H -2.20880 2.09552 1.15721
C 1.04765 -0.83426 -3.01589
H 0.28320 2.20769 -1.64214
C 0.93562 -3.97185 0.92283
O -0.99266 -2.72891 -1.42108
O 1.26047 -4.86899 0.27916
H 0.37559 2.55221 1.54385
C -0.60376 -2.22625 -0.45544
H 1.69544 1.74863 0.66088
C 0.77852 1.57555 1.24409
H -1.50523 1.82741 -1.77265
H -0.91781 3.00263 -0.55959
Eu 0.10900 -1.54824 1.84335
C 2.08924 -1.63390 0.26301
H -2.82225 0.50526 0.68445
P -0.44952 0.77139 0.13053
H -1.88493 0.68571 2.20168

=====

6.
21
Properties=species:S:1:pos:R:3 method="wB97M-V/def2-TZVPD" charge=0 e_homo_ev=-8.85 smiles=CS.O.O.O.O.O e_above_lowest_kcal_mol=23.5 orbital_gap_ev=9.101
S -2.13653 -1.09136 -1.40253
H 0.76023 1.94492 1.22156
H -4.02307 -1.90703 -0.18650
O 0.08260 2.12978 1.92128
H -3.04332 -0.71572 0.84768
H 2.74559 -3.12809 1.33419
H 3.15493 1.42988 1.20270
O -0.54360 2.25295 -1.67470
H 0.97132 1.36385 -1.27985
H 0.19901 1.58810 2.66728
H -0.95048 2.44798 -2.52558
O 1.96170 -2.70101 1.71382
H 2.63837 0.04183 0.57246
C -3.05655 -1.54132 0.10528
O 1.80962 0.94629 -1.04079
O 2.95577 0.48737 1.48422
H -0.93100 -0.90252 -0.83758
H -1.03049 2.77328 -1.10060
H -2.59965 -2.48335 0.62922
H 2.16645 -1.76072 1.80948
H 2.33714 1.09419 -1.77636

=====

Ordered energy results: -23686.1715; -19348.4173; -11535.9847; -123038.1215; -44194.6266; -22336.3525; unit eV.